A 14-piece molecular cluster, C57H98B2Cl3F12N9O6S overall. Source: OMol25; level of theory: the ωB97M-V functional and the def2-TZVPD basis.

Structure (ORCA input):
```
! wB97M-V def2-TZVPD RIJCOSX def2/J DEFGRID3
* xyz -3 4
C 1.39 1.29 4.22
C 1.15 0.08 3.33
C -0.35 -0.12 2.93
N -0.70 -1.58 2.41
C -0.74 -2.63 3.61
C 0.13 -1.95 1.14
C -0.50 -1.10 0.01
C -1.98 -0.89 0.34
C -2.16 -1.55 1.81
H 0.97 1.16 5.22
H 1.05 2.23 3.79
H 2.47 1.43 4.34
H 1.39 -0.78 3.95
H 1.62 -0.07 2.36
H -0.71 0.68 2.28
H -0.97 -0.19 3.83
H 0.25 -2.68 4.06
H -1.08 -3.62 3.31
H -1.44 -2.30 4.37
H -0.11 -3.00 0.92
H 1.19 -1.74 1.09
H -0.41 -1.67 -0.91
H -0.04 -0.11 -0.09
H -2.60 -1.44 -0.37
H -2.43 0.09 0.20
H -2.43 -2.60 1.73
H -2.91 -1.18 2.51
C -8.90 0.51 3.37
F -9.33 1.71 3.47
F -9.50 -0.10 2.43
F -7.55 0.55 3.08
S -9.15 -0.51 5.03
O -10.60 -0.54 5.22
O -8.62 -1.86 4.71
O -8.41 0.18 6.12
B -7.94 -5.38 1.81
F -7.57 -6.03 0.64
F -8.34 -6.14 2.84
F -6.87 -4.68 2.22
F -9.02 -4.52 1.65
B -4.20 -7.84 3.82
F -3.77 -6.93 2.88
F -4.17 -9.10 3.35
F -3.41 -7.82 5.00
F -5.49 -7.46 4.25
F -4.99 -3.14 5.42
C 7.84 2.95 8.02
Cl 9.08 3.57 6.90
Cl 8.55 2.38 9.55
Cl 6.87 1.75 7.26
H 7.25 3.84 8.21
C -1.83 4.94 1.38
C -1.93 6.19 0.45
C -2.28 5.87 -1.03
C -3.70 5.46 -1.12
C -4.55 6.67 -0.74
C -4.34 7.12 0.74
N -2.84 7.18 0.99
O -2.38 7.94 2.12
C -5.00 8.39 0.80
C -4.94 6.18 1.70
C -0.52 6.76 0.25
H -2.61 4.23 1.11
H -1.98 5.25 2.42
H -0.84 4.49 1.38
H -1.93 6.69 -1.66
H -1.71 5.02 -1.42
H -3.97 4.57 -0.55
H -3.85 5.31 -2.18
H -5.59 6.38 -0.85
H -4.38 7.46 -1.47
H -4.90 8.87 1.78
H -4.54 9.07 0.08
H -6.05 8.38 0.50
H -4.48 5.20 1.73
H -4.78 6.62 2.68
H -6.01 6.02 1.54
H 0.08 5.91 -0.08
H 0.08 7.08 1.10
H -0.47 7.60 -0.43
C 0.83 -0.70 -7.01
C 1.52 0.44 -7.75
C 0.39 1.48 -8.20
C -0.15 2.45 -7.16
C 1.15 3.05 -6.48
C 2.20 2.04 -5.90
N 2.66 1.15 -6.97
O 3.89 0.45 -6.68
C 3.21 3.05 -5.38
C 1.74 1.23 -4.65
C 2.14 -0.13 -9.06
H 1.45 -1.03 -6.17
H 0.47 -1.48 -7.68
H -0.13 -0.42 -6.58
H 0.76 2.01 -9.07
H -0.49 0.95 -8.56
H -0.80 1.91 -6.48
H -0.81 3.18 -7.64
H 0.86 3.82 -5.77
H 1.60 3.55 -7.34
H 4.00 2.50 -4.85
H 3.81 3.53 -6.15
H 2.84 3.82 -4.70
H 2.64 0.74 -4.28
H 1.52 1.84 -3.77
H 1.00 0.43 -4.70
H 2.98 0.41 -9.51
H 1.41 -0.15 -9.88
H 2.48 -1.15 -8.90
C 7.74 0.66 -2.13
C 8.06 1.01 -0.62
C 9.47 1.53 -0.75
C 9.98 2.18 0.55
C 9.02 3.42 0.83
C 7.51 3.00 0.91
N 7.09 1.96 -0.10
O 5.72 1.49 -0.04
C 7.25 2.57 2.40
C 6.82 4.35 0.64
C 8.03 -0.34 0.20
H 8.34 -0.16 -2.53
H 7.99 1.53 -2.75
H 6.68 0.52 -2.32
H 10.27 0.81 -0.94
H 9.49 2.33 -1.49
H 11.01 2.52 0.44
H 9.93 1.47 1.38
H 9.16 4.36 0.29
H 9.13 3.54 1.90
H 7.79 1.70 2.78
H 7.37 3.45 3.03
H 6.20 2.36 2.59
H 5.85 4.41 1.14
H 7.27 5.17 1.20
H 6.61 4.65 -0.39
H 8.84 -0.95 -0.18
H 7.20 -1.01 0.02
H 8.17 -0.20 1.27
N -8.47 -2.18 -3.11
C -8.32 -2.11 -4.50
C -7.34 -1.18 -4.67
C -6.81 -0.85 -3.39
C -7.47 -1.57 -2.46
H -9.17 -2.77 -2.69
H -9.00 -2.65 -5.15
H -6.99 -0.87 -5.65
H -5.90 -0.28 -3.35
H -7.32 -1.83 -1.42
N -3.38 -5.92 -1.27
C -3.94 -5.35 -2.35
C -3.07 -5.56 -3.37
C -1.82 -6.03 -2.83
C -2.11 -6.31 -1.53
H -3.76 -6.18 -0.37
H -5.01 -5.19 -2.25
H -3.04 -5.40 -4.44
H -0.82 -6.13 -3.24
H -1.56 -6.92 -0.83
N 3.38 -4.60 -5.01
C 3.46 -4.17 -3.73
C 3.24 -5.23 -2.99
C 3.19 -6.40 -3.74
C 3.29 -5.95 -5.06
H 3.36 -3.97 -5.80
H 3.59 -3.12 -3.48
H 3.09 -5.12 -1.93
H 3.06 -7.44 -3.49
H 3.26 -6.41 -6.03
N -2.98 -0.19 7.55
C -1.75 -0.53 8.10
C -1.14 0.58 8.52
C -2.03 1.62 8.39
C -3.18 1.17 7.77
H -3.72 -0.79 7.23
H -1.49 -1.58 8.06
H -0.15 0.58 8.95
H -1.96 2.67 8.63
H -4.12 1.63 7.51
N 0.74 -8.64 3.56
C 1.56 -7.56 3.72
C 2.43 -7.35 2.64
C 2.21 -8.50 1.81
C 1.14 -9.22 2.38
H 0.05 -9.02 4.19
H 1.41 -6.94 4.59
H 3.26 -6.67 2.62
H 2.84 -8.85 1.01
H 0.53 -10.02 1.99
*
```

Computed properties:
E	-6201.58956	Eh
<S²>	3.7659
F_max	0.11522	hartree/bohr